A cluster of 4 separate species, C46H98F7N11O9P3S in total. Source: the Open Molecules 2025 dataset; level of theory: ωB97M-V/def2-TZVPD.

gap between HOMO and LUMO	5.99	eV
DFT total energy	-5211.8418	a.u.

The geometry in ORCA input format:
```
! wB97M-V def2-TZVPD RIJCOSX def2/J DEFGRID3
* xyz 1 1
C -3.7062 -3.2885 6.0398
C -3.5895 -3.7800 4.5982
C -2.8120 -2.7644 3.7176
C -3.6289 -2.3806 2.4749
C -4.6640 -1.3213 2.9211
N -2.8832 -2.0963 1.1327
S -2.7470 -3.7515 0.3512
O -1.6945 -3.8229 -0.5967
O -4.0383 -4.0302 -0.1765
C -2.4681 -5.1882 1.5104
F -3.5907 -5.5346 2.1422
F -1.4967 -5.0335 2.4140
C -2.0380 -6.4306 0.6400
F -2.7018 -6.5139 -0.5164
F -0.7289 -6.3471 0.3698
C -2.2962 -7.7787 1.4046
F -3.5584 -8.1718 1.2589
F -1.9555 -7.7203 2.6899
F -1.5214 -8.6928 0.8050
C -3.8655 -1.3117 0.3079
C -3.4450 -0.9217 -1.0963
O -3.3777 -1.9685 -2.0101
C -3.2525 -1.5183 -3.3505
C -3.1523 -2.7309 -4.2629
C -2.5235 -2.2898 -5.5996
O -4.4254 -3.3065 -4.4870
N -2.2862 -0.0951 -0.9838
C -2.3680 1.3085 -1.3179
C -3.2772 2.2094 -0.4631
C -1.1704 -0.6035 -0.1883
C -0.2734 -1.4214 -1.1566
C 0.8973 -0.5664 -1.6507
O 1.6897 -1.3261 -2.5543
C -1.5576 -1.2861 1.1947
C -1.7330 -0.0625 2.1371
C -0.4457 0.6146 2.6146
C -0.3724 -2.1093 1.7545
O 0.8757 -1.6003 1.3463
C 1.8944 -2.5372 1.2759
C 1.8397 -3.7003 0.5261
C 2.9267 -4.5479 0.5032
C 4.0869 -4.2446 1.1841
C 4.1403 -3.0713 1.9197
C 3.0476 -2.2330 1.9658
H -4.1141 -4.0650 6.6816
H -4.4109 -2.4548 6.0931
H -2.7551 -2.9262 6.4243
H -3.0796 -4.7416 4.5987
H -4.5963 -3.9565 4.2137
H -1.8136 -3.1558 3.5793
H -2.7153 -1.8843 4.3529
H -4.3078 -3.2080 2.2626
H -4.3339 -0.2970 2.7823
H -4.8802 -1.4676 3.9749
H -5.6031 -1.4397 2.3863
H -4.8576 -1.7491 0.3167
H -3.9526 -0.3243 0.7454
H -4.2591 -0.2567 -1.4274
H -2.3376 -0.9271 -3.4491
H -4.0956 -0.8651 -3.6130
H -2.4793 -3.4533 -3.8060
H -3.3099 -2.0060 -6.2986
H -1.8478 -1.4449 -5.4762
H -1.9720 -3.1082 -6.0557
H -4.9944 -2.6071 -4.8218
H -2.7142 1.3993 -2.3533
H -1.3756 1.7592 -1.3275
H -2.7249 2.5409 0.4187
H -3.4637 3.1252 -1.0218
H -4.2192 1.7481 -0.1713
H -0.5694 0.2757 0.0281
H -0.8304 -1.7105 -2.0463
H 0.1625 -2.3241 -0.7616
H 0.5272 0.3470 -2.1264
H 1.5574 -0.3534 -0.8124
H 1.1224 -1.6765 -3.2473
H -2.3050 0.6955 1.5985
H -2.2948 -0.2827 3.0403
H -0.7303 1.5176 3.1504
H 0.2742 0.8453 1.8362
H 0.0698 -0.0088 3.3445
H -0.4071 -3.1794 1.5546
H -0.3951 -2.0063 2.8413
H 0.9490 -3.9459 -0.0354
H 2.8966 -5.4739 -0.0533
H 4.9456 -4.8967 1.1398
H 5.0566 -2.8203 2.4340
H 3.0984 -1.3103 2.5275
O 1.1011 3.2237 -1.8129
P 1.4003 4.0186 -3.0420
N 2.7325 4.9622 -2.6102
C 3.0258 6.2896 -3.1024
C 3.9459 4.1876 -2.3902
N -0.0373 4.9997 -3.1324
C -0.1583 6.2007 -2.3171
C -1.2022 4.1499 -2.9840
N 1.6482 3.9606 -4.7662
C 0.9942 4.9211 -5.6386
C 1.5183 2.6036 -5.3301
H 3.4383 6.2896 -4.1229
H 3.7636 6.7545 -2.4458
H 2.1561 6.9373 -3.0820
H 4.4466 3.9331 -3.3357
H 3.7170 3.2593 -1.8655
H 4.6432 4.7476 -1.7660
H 0.1738 6.0567 -1.2809
H -1.1991 6.5279 -2.3011
H 0.3970 7.0292 -2.7524
H -1.3615 3.8782 -1.9339
H -1.0723 3.2230 -3.5515
H -2.0988 4.6423 -3.3692
H -0.0812 4.7521 -5.7502
H 1.4545 4.8396 -6.6280
H 1.1455 5.9456 -5.3066
H 0.4775 2.2532 -5.3337
H 2.1115 1.8946 -4.7471
H 1.8929 2.5794 -6.3535
O -2.1396 -3.2715 9.3937
P -1.4662 -4.1391 10.4311
N -2.9619 -4.6746 11.1206
C -3.2312 -4.9111 12.5192
C -3.6730 -5.6184 10.2812
N -0.6829 -2.9229 11.3796
C -1.4934 -2.0415 12.2109
C 0.2533 -2.1507 10.5683
N -0.6169 -5.5109 11.1929
C 0.0080 -5.3407 12.4952
C 0.3100 -6.2183 10.2910
H -2.8073 -5.8578 12.8919
H -4.3125 -4.9522 12.6686
H -2.8737 -4.1013 13.1487
H -3.2753 -6.6421 10.3805
H -3.6007 -5.3266 9.2321
H -4.7337 -5.6330 10.5390
H -2.3835 -1.6596 11.6980
H -0.8906 -1.1914 12.5327
H -1.8021 -2.5424 13.1274
H -0.2521 -1.4040 9.9452
H 0.8229 -2.8073 9.9035
H 0.9716 -1.6450 11.2160
H 0.9193 -4.7362 12.4667
H 0.2646 -6.3402 12.8561
H -0.6745 -4.9032 13.2174
H 1.2033 -5.6244 10.0581
H -0.1919 -6.4560 9.3493
H 0.6313 -7.1600 10.7369
O 3.3601 4.8876 -9.4432
P 4.2745 6.0542 -9.2475
N 4.2807 6.7702 -10.7868
C 5.4047 7.4306 -11.4111
C 3.0203 7.4067 -11.1353
N 5.7500 5.1856 -8.9288
C 6.5012 4.6185 -10.0412
C 5.5470 4.1872 -7.8857
N 4.8023 7.4686 -8.3384
C 6.2103 7.6673 -8.0363
C 3.9950 7.7258 -7.1343
H 5.5888 8.4411 -11.0149
H 5.2085 7.5243 -12.4810
H 6.3195 6.8538 -11.3239
H 2.9259 8.4065 -10.6846
H 2.1798 6.7993 -10.7971
H 2.9322 7.5039 -12.2181
H 5.8688 4.1018 -10.7738
H 7.2350 3.9068 -9.6603
H 7.0812 5.3842 -10.5549
H 5.0454 3.2873 -8.2586
H 4.9366 4.5933 -7.0730
H 6.5109 3.9046 -7.4563
H 6.5923 6.9848 -7.2714
H 6.3180 8.6933 -7.6726
H 6.8303 7.5744 -8.9237
H 4.1768 6.9847 -6.3442
H 2.9305 7.6997 -7.3820
H 4.2118 8.7163 -6.7323
*
```

Löwdin atomic charge list, values in e, 99 entries: -0.087 -0.235 -0.161 -0.275 -0.012 -0.078 0.840 -0.182 -0.181 -0.436 0.152 0.135 -0.378 0.175 0.168 -0.537 0.198 0.196 0.187 -0.058 -0.332 -0.079 -0.153 -0.393 -0.028 -0.014 -0.075 -0.212 -0.062 -0.160 -0.114 -0.227 -0.050 -0.209 -0.159 -0.044 -0.135 -0.069 -0.259 -0.014 -0.067 -0.078 -0.068 -0.003 0.075 0.076 0.077 0.103 0.113 0.093 0.111 0.121 0.083 0.094 0.097 0.146 0.119 0.171 0.115 0.146 0.150 0.084 0.072 0.083 0.091 0.118 0.099 0.073 0.072 0.068 0.137 0.106 0.070 0.109 0.125 0.081 0.099 0.097 0.093 0.085 0.084 0.103 0.123 0.100 0.112 0.107 0.110 0.123 -0.289 0.666 -0.316 -0.116 -0.124 -0.322 -0.119 -0.157 -0.291 -0.127 -0.124